[1]
A structure of composition C49H49F6N5S2Y at a distorted geometry. Source: the Open Molecules 2025 dataset; level of theory: ωB97M-V/def2-TZVPD.

```
! wB97M-V def2-TZVPD RIJCOSX def2/J DEFGRID3
* xyz -1 1
Y -1.10 -0.47 -0.22
C -4.69 4.84 1.56
C -5.12 3.43 1.41
C -3.90 2.60 1.70
C -3.67 1.88 2.87
C -4.45 1.95 4.18
C -3.54 2.41 5.31
C -2.58 0.99 2.58
N -2.03 1.25 1.36
C -2.79 2.28 0.86
C -2.52 3.04 -0.28
C -1.35 2.92 -1.11
C -0.93 3.86 -2.13
C -1.62 5.14 -2.53
C -1.95 6.12 -1.38
C 0.36 3.47 -2.46
C 0.61 2.26 -1.71
C 1.87 1.60 -1.70
C 2.19 0.33 -1.15
N 1.29 -0.52 -0.48
C 2.14 -1.32 0.33
C 1.75 -2.14 1.41
C 0.57 -1.97 2.17
N -0.40 -1.04 1.93
C -1.25 -1.11 3.10
C -2.22 -0.11 3.35
C -0.85 -2.23 3.94
C 0.21 -2.84 3.29
C 0.91 -4.13 3.55
C 1.95 -4.08 4.71
C -1.48 -2.69 5.24
C -1.54 -1.59 6.33
C 3.53 -1.18 -0.09
C 3.60 -0.09 -0.94
C 4.82 0.43 -1.62
C 5.81 1.33 -0.85
C 4.63 -2.08 0.40
C 4.78 -1.92 1.94
N -0.50 1.86 -0.93
C 1.32 4.22 -3.37
C 1.97 5.56 -2.88
H -5.47 5.66 1.61
H -3.98 5.13 0.76
H -4.09 4.96 2.49
H -5.47 3.25 0.40
H -5.93 3.19 2.07
H -4.94 0.99 4.43
H -5.27 2.71 4.07
H -2.65 1.76 5.34
H -3.99 2.44 6.26
H -3.06 3.39 5.12
H -3.35 3.76 -0.51
H -2.65 4.73 -2.88
H -1.10 5.65 -3.33
H -2.83 5.82 -0.84
H -2.22 7.05 -1.85
H -1.14 6.20 -0.65
H 2.58 2.04 -2.35
H 2.45 -2.92 1.82
H -2.91 -0.42 4.21
H 1.38 -4.42 2.62
H 0.17 -4.94 3.73
H 2.81 -3.43 4.42
H 2.30 -5.14 4.91
H 1.57 -3.70 5.67
H -0.81 -3.54 5.47
H -2.54 -3.11 5.11
H -0.96 -0.69 6.14
H -1.24 -1.97 7.29
H -2.60 -1.29 6.48
H 4.51 0.98 -2.54
H 5.45 -0.36 -2.06
H 5.26 2.12 -0.33
H 6.58 1.74 -1.53
H 6.36 0.79 -0.03
H 5.59 -1.74 -0.03
H 4.44 -3.12 0.08
H 5.49 -1.12 2.25
H 5.08 -2.83 2.47
H 3.89 -1.51 2.45
H 0.78 4.38 -4.29
H 2.07 3.47 -3.60
H 1.37 6.45 -3.11
H 2.87 5.70 -3.36
H 2.00 5.51 -1.79
S -2.96 -1.55 -4.89
C -2.37 -0.71 -3.42
N -1.11 -0.66 -3.16
C -0.41 -1.33 -4.13
C 1.00 -1.41 -4.30
C 1.49 -1.92 -5.47
C 0.67 -2.40 -6.46
C -0.69 -2.39 -6.35
C -1.25 -1.91 -5.14
H -3.08 -0.26 -2.73
H 1.65 -1.02 -3.49
H 2.59 -1.91 -5.44
H 1.11 -2.77 -7.39
H -1.27 -2.79 -7.12
F -3.04 -0.86 -0.78
F 2.22 -6.54 -4.40
C 1.46 -5.81 -3.55
C 0.12 -5.51 -3.75
F -0.61 -6.12 -4.70
C -0.59 -4.77 -2.82
F -1.90 -4.62 -3.09
C -0.10 -4.43 -1.50
S -1.09 -3.67 -0.31
C 1.27 -4.87 -1.33
F 1.87 -4.61 -0.16
C 2.04 -5.41 -2.33
F 3.35 -5.66 -2.06
*
```

Calculated values
Lowest unoccupied orbital energy (alpha / beta) ... 0.052 / 0.052 Ha
ΔE to the lowest compared entry with this formula, charge and spin ... 80.2 kcal/mol

Here are the Löwdin charges for atoms 1 to 8, given in e: 1.438 -0.118 -0.205 -0.125 -0.114 -0.191 -0.108 -0.263

=====

[2]
A cluster of 2 separate species, C49H51N2OSi in total at a distorted geometry. Source: the Open Molecules 2025 dataset; level of theory: ωB97M-V/def2-TZVPD.

```
! wB97M-V def2-TZVPD RIJCOSX def2/J DEFGRID3
* xyz 1 1
C 4.60 0.77 0.62
Si 5.23 -0.78 -0.20
C 5.40 -0.53 -2.05
C 6.71 -1.54 0.61
O 4.07 -1.92 0.09
C 2.93 -2.44 -0.56
C 2.16 -1.30 -1.24
C 2.06 -1.19 -2.63
C 1.24 -0.20 -3.20
C 0.65 0.77 -2.39
C 0.87 0.75 -1.00
C 1.67 -0.26 -0.44
C 3.40 -3.62 -1.48
C 4.65 -4.22 -1.27
C 5.15 -5.18 -2.17
C 4.36 -5.59 -3.24
C 3.05 -5.11 -3.37
C 2.57 -4.13 -2.48
C 2.12 -3.03 0.64
C 2.77 -4.26 1.29
C 1.84 -5.44 1.08
C 0.61 -4.92 0.30
N 0.79 -3.48 0.26
C -0.25 -2.65 -0.01
C -1.38 -3.08 -0.64
C -2.68 -2.50 -0.64
C -3.72 -3.31 -1.17
C -5.04 -2.88 -1.14
C -5.33 -1.62 -0.60
C -4.31 -0.82 -0.07
C -2.97 -1.22 -0.12
H 5.31 1.60 0.46
H 3.63 1.09 0.21
H 4.48 0.61 1.70
H 6.36 -0.03 -2.24
H 5.40 -1.49 -2.59
H 4.59 0.10 -2.45
H 7.55 -0.85 0.58
H 6.49 -1.78 1.67
H 7.01 -2.48 0.11
H 2.62 -1.86 -3.28
H 1.11 -0.17 -4.28
H 0.02 1.56 -2.82
H 0.46 1.52 -0.35
H 1.90 -0.23 0.62
H 5.25 -3.94 -0.40
H 6.15 -5.59 -2.01
H 4.76 -6.30 -3.97
H 2.39 -5.49 -4.15
H 1.56 -3.73 -2.61
H 2.02 -2.23 1.40
H 3.79 -4.46 0.94
H 2.86 -4.05 2.35
H 2.30 -6.30 0.58
H 1.49 -5.81 2.06
H 0.59 -5.35 -0.72
H -0.33 -5.21 0.80
H -0.19 -1.60 0.27
H -1.36 -4.04 -1.16
H -3.46 -4.29 -1.59
H -5.83 -3.53 -1.53
H -6.36 -1.25 -0.62
H -4.52 0.15 0.39
H -2.15 -0.58 0.22
C -7.23 0.91 1.12
N -6.74 2.19 0.61
C -7.77 3.21 0.62
C -5.39 2.56 0.73
C -4.50 2.43 -0.37
C -3.13 2.54 -0.19
C -2.58 2.94 1.06
C -1.21 3.35 1.16
C -0.52 3.62 2.42
C 0.48 4.64 2.17
C 1.01 5.43 3.19
C 0.65 5.13 4.52
C -0.24 4.08 4.78
C -0.82 3.32 3.75
C 0.44 4.99 0.78
C -0.59 4.20 0.15
C -1.13 4.67 -1.05
C -0.61 5.84 -1.63
C 0.39 6.59 -1.01
C 0.90 6.19 0.24
C -3.48 3.12 2.15
C -4.86 2.97 1.98
H -6.52 0.10 0.93
H -7.45 0.95 2.20
H -8.16 0.70 0.59
H -7.41 4.08 0.07
H -8.64 2.77 0.12
H -8.04 3.50 1.65
H -4.95 2.15 -1.34
H -2.47 2.27 -1.02
H 1.68 6.26 2.92
H 1.11 5.71 5.32
H -0.52 3.89 5.82
H -1.53 2.52 3.98
H -1.99 4.18 -1.50
H -1.04 6.21 -2.57
H 0.81 7.49 -1.48
H 1.63 6.78 0.81
H -3.12 3.38 3.13
H -5.55 3.11 2.81
*
```

Calculated values
Lowest unoccupied orbital energy ... -0.216 Ha
ΔE to the lowest compared entry with this formula, charge and spin ... 69.2 kcal/mol

Here are the Löwdin charges for atoms 1 to 8, given in e: -0.151 0.403 -0.138 -0.148 -0.178 -0.329 -0.144 -0.028

=====

[3]
A structure of composition C49H51N7O7Re at a distorted geometry. Source: the Open Molecules 2025 dataset; level of theory: ωB97M-V/def2-TZVPD.

```
! wB97M-V def2-TZVPD RIJCOSX def2/J DEFGRID3
* xyz -2 4
Re -0.51 0.11 0.16
C 5.66 1.61 -0.85
C 4.71 0.42 -0.74
C 3.59 0.68 0.24
C 2.87 0.37 2.12
C 2.98 -0.19 3.53
C 4.15 -1.10 3.87
C 1.82 1.45 1.99
C 0.83 1.60 2.87
C -0.47 2.14 2.50
C -1.27 3.00 3.24
C -0.83 3.76 4.46
C -1.33 3.14 5.77
C -2.55 2.98 2.65
C -2.48 2.09 1.58
C -3.60 1.58 0.85
C -3.50 0.77 -0.24
N -2.29 0.45 -0.82
C -2.57 -0.20 -2.01
C -1.64 -0.32 -3.01
C -0.40 0.30 -2.96
N 0.18 0.85 -1.82
C 1.34 1.49 -2.26
C 2.40 1.98 -1.54
C 2.59 1.74 -0.14
N 1.74 2.13 0.75
C 1.43 1.36 -3.71
C 0.38 0.60 -4.12
C 0.10 0.08 -5.50
C 0.67 -1.33 -5.71
C 2.49 1.99 -4.55
C 2.34 3.52 -4.66
C -3.99 -0.41 -2.11
C -4.57 0.21 -1.03
C -6.03 0.37 -0.74
C -6.66 1.54 -1.49
C -4.67 -1.15 -3.21
C -4.44 -2.66 -3.11
N -1.20 1.60 1.46
C -3.74 3.80 3.03
C -3.94 5.01 2.12
H 6.44 1.42 -1.58
H 6.14 1.79 0.12
H 5.14 2.53 -1.13
H 5.27 -0.45 -0.42
H 4.26 0.17 -1.71
H 2.04 -0.71 3.72
H 3.00 0.67 4.20
H 4.04 -2.10 3.44
H 4.22 -1.21 4.95
H 5.10 -0.68 3.51
H 0.89 1.12 3.84
H -1.17 4.80 4.39
H 0.26 3.79 4.47
H -2.42 3.09 5.78
H -1.01 3.72 6.64
H -0.96 2.12 5.88
H -4.59 1.86 1.20
H -1.94 -0.79 -3.94
H 3.29 2.20 -2.13
H 0.53 0.76 -6.24
H -0.98 0.07 -5.68
H 1.75 -1.32 -5.58
H 0.43 -1.71 -6.70
H 0.26 -2.02 -4.96
H 2.46 1.56 -5.55
H 3.48 1.76 -4.15
H 1.39 3.77 -5.12
H 3.15 3.96 -5.25
H 2.36 3.97 -3.66
H -6.16 0.52 0.34
H -6.55 -0.56 -0.99
H -6.16 2.47 -1.23
H -7.73 1.64 -1.26
H -6.56 1.41 -2.57
H -4.29 -0.80 -4.18
H -5.74 -0.94 -3.20
H -3.37 -2.89 -3.10
H -4.89 -3.20 -3.96
H -4.87 -3.05 -2.19
H -3.64 4.13 4.06
H -4.65 3.18 2.99
H -3.08 5.68 2.18
H -4.84 5.58 2.39
H -4.03 4.69 1.08
O 4.10 0.88 1.57
C 2.60 -0.50 0.80
O 1.28 -0.45 0.42
C 3.13 -1.90 0.65
C 4.36 -2.17 1.17
C 4.99 -3.43 1.04
C 4.38 -4.43 0.32
C 3.15 -4.21 -0.24
C 2.39 -2.94 -0.13
O 1.31 -2.76 -0.65
N 2.60 -5.35 -0.99
O 3.37 -6.26 -1.29
O 1.43 -5.35 -1.30
N 6.27 -3.65 1.64
O 6.79 -2.73 2.27
O 6.80 -4.75 1.52
H 4.89 -1.41 1.72
H 4.86 -5.39 0.20
N -1.29 -1.07 1.26
C -1.66 -2.30 1.68
C -0.94 -2.94 2.71
C -1.33 -4.19 3.16
C -2.45 -4.83 2.62
C -3.16 -4.19 1.61
C -2.78 -2.95 1.14
H -0.08 -2.44 3.12
H -0.76 -4.67 3.94
H -2.74 -5.81 2.98
H -4.03 -4.68 1.17
H -3.33 -2.46 0.35
*
```

Calculated values
Lowest unoccupied orbital energy (alpha / beta) ... 0.150 / 0.148 Ha
ΔE to the lowest compared entry with this formula, charge and spin ... 78.5 kcal/mol

Here are the Löwdin charges for atoms 1 to 8, given in e: 1.815 -0.078 -0.148 -0.285 -0.291 -0.138 -0.089 -0.206

=====

[4]
A structure of composition C49H52BrF3N8OSeSiTc at a distorted geometry. Source: the Open Molecules 2025 dataset; level of theory: ωB97M-V/def2-TZVPD.

```
! wB97M-V def2-TZVPD RIJCOSX def2/J DEFGRID3
* xyz 2 4
Tc 0.63 -1.62 -0.34
O 0.97 -5.59 -1.19
C 0.58 -4.45 -1.01
N 1.34 -3.34 -1.03
C 2.72 -3.48 -1.38
C 3.41 -2.16 -1.24
C 4.71 -2.01 -1.70
C 5.37 -0.80 -1.51
C 4.68 0.22 -0.87
C 3.37 0.01 -0.49
N 2.73 -1.15 -0.67
C -0.86 -4.13 -0.72
C -1.81 -5.13 -0.73
C -3.13 -4.81 -0.45
C -3.44 -3.48 -0.16
C -2.43 -2.53 -0.19
N -1.16 -2.84 -0.46
H 2.84 -3.86 -2.40
H 3.21 -4.22 -0.73
H 5.18 -2.84 -2.21
H 6.38 -0.66 -1.87
H 5.15 1.17 -0.69
H 2.80 0.80 -0.03
H -1.49 -6.14 -0.95
H -3.89 -5.57 -0.45
H -4.45 -3.19 0.08
H -2.64 -1.49 0.01
N -5.37 -1.09 8.36
C -4.61 -1.34 7.54
C -3.65 -1.64 6.53
C -3.24 -0.65 5.64
C -2.30 -0.93 4.67
C -1.77 -2.22 4.57
C -2.18 -3.21 5.45
C -3.12 -2.92 6.43
N -0.83 -2.52 3.54
C -0.11 -3.68 3.37
C 0.59 -3.54 2.22
N 0.32 -2.32 1.68
C -0.53 -1.73 2.50
H -3.66 0.35 5.71
H -1.98 -0.15 4.01
H -1.79 -4.21 5.38
H -3.44 -3.69 7.11
H -0.13 -4.49 4.07
H 1.27 -4.24 1.76
H -0.93 -0.75 2.34
C -1.71 2.48 -1.17
C -1.34 2.91 -2.59
C 0.08 3.50 -2.54
C -2.30 4.03 -3.02
Si -1.45 1.47 -3.88
Br 0.19 -0.66 -2.59
C -3.12 0.46 -3.97
C -2.90 -1.04 -4.21
C -3.94 1.04 -5.13
C -3.95 0.60 -2.69
C -0.35 1.55 -5.48
C -0.52 0.29 -6.34
C 1.15 1.68 -5.18
C -0.81 2.77 -6.30
H -1.42 3.27 -0.47
H -1.18 1.57 -0.88
H -2.78 2.32 -1.06
H 0.11 4.29 -1.79
H 0.35 3.96 -3.49
H 0.82 2.75 -2.29
H -2.25 4.84 -2.30
H -3.34 3.69 -3.07
H -2.04 4.44 -4.00
H -2.32 -1.24 -5.11
H -3.87 -1.52 -4.33
H -2.40 -1.51 -3.37
H -3.47 0.87 -6.10
H -4.11 2.11 -5.02
H -4.92 0.55 -5.16
H -3.40 0.25 -1.82
H -4.85 0.00 -2.79
H -4.26 1.63 -2.52
H -0.22 -0.60 -5.79
H 0.11 0.37 -7.22
H -1.55 0.16 -6.69
H 1.50 0.85 -4.58
H 1.39 2.61 -4.67
H 1.69 1.67 -6.12
H -1.86 2.72 -6.55
H -0.24 2.80 -7.23
H -0.62 3.70 -5.77
Se 4.71 -3.31 1.70
N 3.33 -2.23 1.92
C 3.64 -1.37 2.88
C 2.80 -0.34 3.38
C 3.26 0.46 4.38
C 4.56 0.30 4.92
C 5.41 -0.67 4.47
C 4.97 -1.53 3.44
N 5.67 -2.51 2.91
H 1.81 -0.23 2.96
H 2.63 1.24 4.77
H 4.87 0.95 5.73
H 6.39 -0.81 4.89
F 2.90 6.20 4.34
C 1.65 5.73 4.47
F 0.81 6.75 4.28
F 1.51 5.32 5.74
C 1.37 4.59 3.53
C 0.09 4.03 3.53
C -0.19 2.96 2.71
C 0.81 2.43 1.87
C 2.08 3.01 1.87
C 2.36 4.09 2.69
C 0.57 1.26 1.10
C 0.41 0.21 0.49
H -0.67 4.43 4.17
H -1.18 2.52 2.70
H 2.85 2.62 1.23
H 3.34 4.53 2.69
*
```

Calculated values
Lowest unoccupied orbital energy (alpha / beta) ... -0.218 / -0.258 Ha

Here are the Löwdin charges for atoms 1 to 8, given in e: 1.354 0.116 -0.497 -0.154 -0.155 -0.299 -0.011 -0.007